[1]
C16H17F2N2O2 | ωB97M-V with the def2-TZVPD basis set

The geometry in ORCA input format:
```
! RIJCOSX wB97M-V def2-TZVPD def2/J DEFGRID3
* xyz 1 1
C 3.9613 3.1735 1.0580
N 2.6856 2.9774 1.7129
C 1.9767 4.1380 2.2079
C 2.1771 1.7586 1.8583
C 2.8450 0.5912 1.3922
C 2.2869 -0.6401 1.5484
N 1.0903 -0.8186 2.1419
C 0.4939 -2.1286 2.2849
C -0.9914 -2.1437 1.8412
O -1.8301 -2.5219 2.6183
C -1.2951 -1.6544 0.4893
C -0.3358 -1.4596 -0.5041
C -0.6924 -0.9815 -1.7500
C -2.0251 -0.6921 -2.0209
O -2.4904 -0.1922 -3.2195
C -1.6401 0.1383 -4.2080
F -0.7310 1.0641 -3.8086
F -0.9092 -0.9094 -4.6463
C -3.0003 -0.9060 -1.0470
C -2.6374 -1.3842 0.1893
C 0.4331 0.2604 2.6166
C 0.9268 1.5220 2.4972
H 4.1972 4.2328 1.0282
H 3.9330 2.8039 0.0312
H 4.7606 2.6636 1.5994
H 1.8339 4.0764 3.2885
H 2.5506 5.0346 1.9944
H 1.0027 4.2354 1.7243
H 3.8048 0.6586 0.9115
H 2.7995 -1.5259 1.2042
H 0.5121 -2.4348 3.3366
H 1.0529 -2.8634 1.7026
H 0.7010 -1.7059 -0.3387
H 0.0745 -0.8518 -2.4964
H -2.2169 0.5475 -5.0500
H -4.0283 -0.6916 -1.2881
H -3.3800 -1.5558 0.9534
H -0.5116 0.0731 3.1042
H 0.3500 2.3349 2.9008
*
```

- Frontier orbital gap: 8.79 eV
- Structure (SMILES): CN(C)c1cc[n+](CC(=O)c2ccc(OC(F)F)cc2)cc1

Need the natural (NBO) charges? In units of e they are: atom 1 (C): -0.418, atom 2 (N): -0.340, atom 3 (C): -0.418, atom 4 (C): 0.295, atom 5 (C): -0.295, atom 6 (C): 0.094, atom 7 (N): -0.316, atom 8 (C): -0.320, atom 9 (C): 0.556, atom 10 (O): -0.493, atom 11 (C): -0.242, atom 12 (C): -0.097, atom 13 (C): -0.303, atom 14 (C): 0.336, atom 15 (O): -0.482, atom 16 (C): 0.788, atom 17 (F): -0.344, atom 18 (F): -0.336, atom 19 (C): -0.246, atom 20 (C): -0.116, atom 21 (C): 0.104, atom 22 (C): -0.299, atom 23 (H): 0.234, atom 24 (H): 0.216, atom 25 (H): 0.216, atom 26 (H): 0.216, atom 27 (H): 0.233, atom 28 (H): 0.216, atom 29 (H): 0.251, atom 30 (H): 0.237, atom 31 (H): 0.251, atom 32 (H): 0.242, atom 33 (H): 0.193, atom 34 (H): 0.247, atom 35 (H): 0.152, atom 36 (H): 0.244, atom 37 (H): 0.246, atom 38 (H): 0.246, atom 39 (H): 0.253

[2]
CH2NO2P | ωB97M-V with the def2-TZVPD basis set

The geometry in ORCA input format:
```
! RIJCOSX wB97M-V def2-TZVPD def2/J DEFGRID3
* xyz 0 1
C -0.1002 0.2098 -0.0822
N -2.2536 0.9991 0.2207
O -4.4608 -0.3473 0.4060
O -0.9741 1.1732 -0.1751
P -3.1916 -0.2563 -0.3277
H -0.4885 -0.6104 0.5593
H 0.8934 0.4273 -0.4548
*
```

- Frontier orbital gap: 7.50 eV
- Energy relative to the best compared isomer or geometry (same formula, charge and spin): 101.3 kcal per mole

Need the natural (NBO) charges? In units of e they are: atom 1 (C): 0.094, atom 2 (N): -0.636, atom 3 (O): -1.018, atom 4 (O): -0.169, atom 5 (P): 1.322, atom 6 (H): 0.199, atom 7 (H): 0.207

[3]
C12H36N12O24 | ωB97M-V with the def2-TZVPD basis set

The geometry in ORCA input format:
```
! RIJCOSX wB97M-V def2-TZVPD def2/J DEFGRID3
* xyz 0 1
C -0.8573 -4.8951 -0.1842
N -0.7748 -6.3560 0.1626
O -1.7832 -6.9414 0.4665
O 0.3386 -6.8262 0.1646
H -0.5569 -4.4318 0.7512
H -1.8583 -4.6488 -0.5162
H -0.1537 -4.7276 -0.9937
C 1.8733 3.1320 -1.4906
N 1.1679 3.2279 -2.7937
O 1.8389 3.2103 -3.7988
O -0.0300 3.3738 -2.7463
H 2.7047 3.8285 -1.5260
H 2.2225 2.1020 -1.4097
H 1.1856 3.3090 -0.6728
C 1.3355 3.1005 2.3850
N 0.5977 4.3757 2.6673
O -0.3187 4.6923 1.9358
O 0.8685 4.9521 3.6942
H 0.7914 2.6606 1.5544
H 1.2249 2.4440 3.2415
H 2.3587 3.3862 2.1655
C -4.9317 -3.1121 -0.1517
N -3.8052 -3.1223 0.8404
O -3.7615 -4.1069 1.5358
O -2.9752 -2.2503 0.7455
H -5.6387 -3.9117 0.0196
H -4.3941 -3.0218 -1.0911
H -5.5034 -2.1948 0.0131
C -3.7313 0.5123 -1.4595
N -4.3190 0.8435 -0.1548
O -5.4825 0.5567 0.0296
O -3.5899 1.3392 0.6731
H -2.9565 1.2266 -1.7289
H -4.4250 0.4742 -2.2947
H -3.2786 -0.4762 -1.3847
C 3.7058 -3.5879 -2.7271
N 2.2120 -3.6441 -2.5467
O 1.6352 -2.6377 -2.1776
O 1.6696 -4.7150 -2.7234
H 3.9982 -4.6331 -2.7598
H 4.0375 -3.1494 -1.7910
H 3.9353 -3.0864 -3.6585
C 2.2934 -0.2582 -4.3727
N 0.8321 0.0730 -4.5011
O 0.3869 0.3135 -5.5984
O 0.1316 -0.0081 -3.5147
H 2.4228 -1.2887 -4.6652
H 2.4033 -0.1393 -3.2919
H 2.8348 0.5831 -4.7915
C -3.1725 0.4508 3.5435
N -2.4790 1.7076 3.9802
O -3.0094 2.7571 3.7499
O -1.4019 1.5485 4.5079
H -2.5528 -0.0060 2.7740
H -4.1442 0.6773 3.1268
H -3.1078 -0.2056 4.4063
C 5.6560 -0.3469 -0.7859
N 4.4648 -0.0972 0.0599
O 3.3648 -0.0789 -0.4422
O 4.6801 0.0760 1.2349
H 5.8448 0.5019 -1.4352
H 5.5338 -1.2737 -1.3392
H 6.4855 -0.4892 -0.1008
C 1.8468 -0.4100 3.7750
N 2.7506 -0.2555 4.9206
O 2.6664 0.7745 5.5442
O 3.4947 -1.1706 5.1936
H 1.9386 -1.4271 3.3969
H 2.1673 0.2644 2.9879
H 0.8165 -0.3323 4.1113
C -2.1297 4.3142 -0.5663
N -2.8376 5.5503 -0.1843
O -3.9896 5.4536 0.1825
O -2.2256 6.5897 -0.2219
H -2.3605 3.4882 0.0963
H -1.0899 4.6108 -0.5435
H -2.4887 4.0954 -1.5720
C 0.0841 -0.8642 -0.2903
N -0.3263 0.3965 0.3699
O -0.5174 1.3736 -0.3089
O -0.3206 0.3470 1.5873
H -0.0858 -0.8400 -1.3609
H -0.5514 -1.6612 0.0944
H 1.1143 -1.0650 -0.0208
*
```

- Frontier orbital gap: 9.14 eV
- Energy relative to the best compared isomer or geometry (same formula, charge and spin): 31.6 kcal per mole
- Structure (SMILES): C[N+](=O)[O-].C[N+](=O)[O-].C[N+](=O)[O-].C[N+](=O)[O-].C[N+](=O)[O-].C[N+](=O)[O-].C[N+](=O)[O-].C[N+](=O)[O-].C[N+](=O)[O-].C[N+](=O)[O-].C[N+](=O)[O-].C[N+](=O)[O-]

Need the Löwdin charges? In units of e they are: atom 1 (C): 0.048, atom 2 (N): -0.455, atom 3 (O): 0.079, atom 4 (O): 0.063, atom 5 (H): 0.106, atom 6 (H): 0.080, atom 7 (H): 0.066, atom 8 (C): 0.050, atom 9 (N): -0.440, atom 10 (O): 0.059, atom 11 (O): 0.077, atom 12 (H): 0.106, atom 13 (H): 0.080, atom 14 (H): 0.067, atom 15 (C): 0.051, atom 16 (N): -0.430, atom 17 (O): 0.060, atom 18 (O): 0.083, atom 19 (H): 0.053, atom 20 (H): 0.082, atom 21 (H): 0.103, atom 22 (C): 0.060, atom 23 (N): -0.448, atom 24 (O): 0.091, atom 25 (O): 0.034, atom 26 (H): 0.100, atom 27 (H): 0.100, atom 28 (H): 0.089, atom 29 (C): 0.042, atom 30 (N): -0.423, atom 31 (O): 0.072, atom 32 (O): 0.060, atom 33 (H): 0.091, atom 34 (H): 0.103, atom 35 (H): 0.086, atom 36 (C): 0.071, atom 37 (N): -0.422, atom 38 (O): 0.042, atom 39 (O): 0.082, atom 40 (H): 0.100, atom 41 (H): 0.087, atom 42 (H): 0.094, atom 43 (C): 0.056, atom 44 (N): -0.437, atom 45 (O): 0.085, atom 46 (O): 0.035, atom 47 (H): 0.088, atom 48 (H): 0.075, atom 49 (H): 0.099, atom 50 (C): 0.035, atom 51 (N): -0.448, atom 52 (O): 0.096, atom 53 (O): 0.042, atom 54 (H): 0.063, atom 55 (H): 0.086, atom 56 (H): 0.099, atom 57 (C): 0.057, atom 58 (N): -0.441, atom 59 (O): 0.040, atom 60 (O): 0.093, atom 61 (H): 0.107, atom 62 (H): 0.082, atom 63 (H): 0.101, atom 64 (C): 0.020, atom 65 (N): -0.458, atom 66 (O): 0.077, atom 67 (O): 0.067, atom 68 (H): 0.096, atom 69 (H): 0.077, atom 70 (H): 0.097, atom 71 (C): 0.015, atom 72 (N): -0.455, atom 73 (O): 0.062, atom 74 (O): 0.070, atom 75 (H): 0.074, atom 76 (H): 0.069, atom 77 (H): 0.103, atom 78 (C): 0.037, atom 79 (N): -0.397, atom 80 (O): 0.066, atom 81 (O): 0.048, atom 82 (H): 0.065, atom 83 (H): 0.078, atom 84 (H): 0.078

[4]
BrH12O6 | ωB97M-V with the def2-TZVPD basis set

The geometry in ORCA input format:
```
! RIJCOSX wB97M-V def2-TZVPD def2/J DEFGRID3
* xyz -1 1
Br -0.1846 0.1090 0.6118
O -3.5289 -0.3850 0.1453
H -2.5929 -0.3107 0.3311
H -3.7098 -1.3236 0.1951
O 0.3618 -3.3254 1.1252
H -0.3864 -3.8859 0.9198
H 0.1750 -2.5014 0.6753
O 0.2336 -1.7208 -2.3651
H 0.3836 -0.9211 -1.8609
H -0.5297 -2.1251 -1.9526
O -1.0191 3.5834 -0.8805
H -1.3620 4.2848 -0.3268
H -0.8220 2.8715 -0.2717
O 2.7910 -0.1880 -0.8067
H 3.2535 -0.9780 -0.5270
H 1.9098 -0.2853 -0.4457
O 1.7507 2.3354 2.1931
H 1.2756 1.7189 1.6360
H 2.0006 3.0475 1.6044
*
```

- Frontier orbital gap: 8.98 eV
- Energy relative to the best compared isomer or geometry (same formula, charge and spin): 10.1 kcal per mole

Need the natural (NBO) charges? In units of e they are: atom 1 (Br): -0.922, atom 2 (O): -0.964, atom 3 (H): 0.497, atom 4 (H): 0.450, atom 5 (O): -0.954, atom 6 (H): 0.451, atom 7 (H): 0.493, atom 8 (O): -0.956, atom 9 (H): 0.491, atom 10 (H): 0.459, atom 11 (O): -0.950, atom 12 (H): 0.455, atom 13 (H): 0.492, atom 14 (O): -0.968, atom 15 (H): 0.458, atom 16 (H): 0.486, atom 17 (O): -0.968, atom 18 (H): 0.495, atom 19 (H): 0.455

What did we get for max |F|? Answer: 0.02687; 0.06008; 0.05070; 0.01705 Eh/bohr, in the order shown.